{"formula": "C18H26N3RuS3SbSi2", "method": "wB97M-V/def2-TZVPD", "multiplicity": 2, "charge": 1, "lumo_ev": [-5.25, -5.33], "gap_ev": [5.69, 5.87], "max_force_ha_per_bohr": 0.03046, "symbols": ["Ru", "C", "Si", "C", "C", "C", "C", "C", "C", "C", "C", "N", "Si", "C", "C", "C", "H", "H", "H", "H", "H", "H", "H", "H", "H", "H", "H", "H", "H", "H", "H", "H", "H", "H", "H", "H", "H", "H", "S", "Sb", "S", "S", "N", "C", "C", "C", "C", "N", "C", "C", "H", "H", "H", "H"], "positions_angstrom": [[-1.082, -0.833, -0.187], [0.240, 2.436, -0.208], [0.911, 1.177, 0.993], [-0.100, 1.174, 2.569], [2.681, 1.633, 1.347], [0.993, -0.584, 0.211], [1.140, -0.569, -1.265], [2.173, -1.044, -2.075], [2.070, -0.911, -3.444], [0.924, -0.357, -4.008], [-0.095, 0.015, -3.166], [0.019, -0.073, -1.834], [1.892, -1.962, 1.177], [3.740, -1.695, 1.112], [1.407, -3.573, 0.384], [1.417, -1.923, 2.974], [0.215, 3.412, 0.288], [-0.769, 2.217, -0.567], [0.888, 2.519, -1.083], [-0.725, 2.069, 2.629], [0.570, 1.183, 3.432], [-0.743, 0.299, 2.675], [2.770, 2.719, 1.447], [3.342, 1.314, 0.539], [3.033, 1.184, 2.277], [3.048, -1.489, -1.627], [2.883, -1.233, -4.082], [0.822, -0.232, -5.077], [-1.022, 0.421, -3.551], [4.147, -1.496, 0.121], [4.240, -2.589, 1.497], [4.023, -0.861, 1.757], [1.550, -3.562, -0.700], [0.351, -3.776, 0.581], [1.987, -4.405, 0.792], [1.845, -1.054, 3.480], [1.817, -2.819, 3.457], [0.339, -1.917, 3.140], [-2.769, -3.968, -0.926], [-3.713, -3.144, 1.099], [-1.607, -2.502, -1.674], [-1.847, -1.933, 1.692], [-4.585, 5.500, -0.711], [-4.259, 4.401, -0.652], [-3.841, 3.021, -0.568], [-3.635, 2.274, -1.722], [-3.189, 0.976, -1.589], [-2.944, 0.402, -0.402], [-3.197, 1.116, 0.705], [-3.638, 2.425, 0.669], [-3.821, 2.695, -2.700], [-3.031, 0.349, -2.457], [-3.046, 0.603, 1.647], [-3.818, 2.970, 1.585]], "atomic_forces_ev_per_a": [[0.07, -0.63, -0.60], [-0.18, 0.09, -0.12], [0.44, -0.22, -0.12], [-0.09, 0.00, 0.11], [0.13, 0.13, 0.11], [-1.12, -0.61, -0.47], [0.45, 0.43, -0.06], [0.17, 0.04, 0.15], [0.02, -0.04, -0.04], [0.07, 0.02, -0.08], [-0.16, 0.11, 0.19], [0.04, -0.10, -0.17], [0.01, 0.30, -0.23], [0.16, -0.08, 0.04], [-0.05, -0.21, 0.02], [-0.06, 0.02, 0.14], [0.02, -0.04, -0.01], [0.02, 0.06, 0.00], [-0.03, 0.02, 0.01], [0.02, -0.02, 0.00], [-0.05, -0.02, -0.01], [-0.03, 0.05, 0.05], [0.01, -0.05, 0.02], [-0.01, 0.04, 0.02], [0.02, 0.00, -0.05], [0.00, 0.00, -0.03], [-0.01, -0.03, 0.02], [0.01, 0.01, 0.02], [-0.03, -0.06, 0.01], [0.01, -0.02, 0.03], [0.00, 0.05, -0.01], [0.03, -0.03, -0.02], [-0.01, -0.01, 0.02], [0.02, -0.04, -0.05], [0.00, 0.05, -0.02], [-0.02, -0.04, 0.00], [0.01, 0.05, 0.01], [0.04, -0.01, 0.06], [-1.01, -0.21, 0.45], [0.96, -0.53, -0.17], [0.83, 1.27, 0.39], [-1.00, 0.28, 0.40], [0.01, -0.04, -0.01], [0.03, -0.19, 0.02], [-0.05, 0.27, 0.00], [-0.08, -0.04, -0.06], [-0.10, -0.16, -0.12], [0.38, 0.21, 0.01], [-0.09, -0.10, 0.02], [-0.06, 0.01, 0.08], [0.03, -0.01, 0.01], [0.09, 0.00, 0.01], [0.12, 0.03, 0.01], [0.01, -0.02, -0.01]]}

---

{"formula": "C18H26N6O4", "method": "wB97M-V/def2-TZVPD", "e_above_lowest_ev": 0.528, "lumo_ev": 0.61, "gap_ev": 9.50, "smiles": "Cc1n[nH]c(C)c1CC(=O)N1CC(=O)NC[C@H]1C(=O)N[C@H]1CCCN(C)C1=O", "max_force_ha_per_bohr": 0.01602, "symbols": ["C", "C", "N", "N", "C", "C", "C", "C", "C", "O", "N", "C", "C", "O", "N", "C", "C", "C", "O", "N", "C", "C", "C", "C", "N", "C", "C", "O", "H", "H", "H", "H", "H", "H", "H", "H", "H", "H", "H", "H", "H", "H", "H", "H", "H", "H", "H", "H", "H", "H", "H", "H", "H", "H"], "positions_angstrom": [[-0.520, -1.158, -3.418], [0.199, -1.932, -2.357], [0.780, -3.077, -2.657], [1.309, -3.503, -1.501], [1.085, -2.664, -0.463], [1.582, -2.956, 0.913], [0.360, -1.615, -0.991], [-0.133, -0.405, -0.268], [-1.576, -0.543, 0.205], [-2.323, -1.369, -0.305], [-2.020, 0.292, 1.175], [-1.241, 1.376, 1.743], [-1.006, 1.102, 3.215], [0.076, 1.223, 3.761], [-2.119, 0.698, 3.856], [-3.426, 0.549, 3.220], [-3.351, 0.113, 1.746], [-4.445, 0.809, 0.923], [-5.179, 1.650, 1.415], [-4.514, 0.410, -0.361], [-5.615, 0.714, -1.228], [-5.215, 0.731, -2.691], [-6.427, 1.169, -3.492], [-7.553, 0.161, -3.328], [-7.715, -0.332, -1.963], [-8.913, -1.112, -1.742], [-6.810, -0.209, -0.953], [-6.941, -0.774, 0.111], [-1.046, -0.298, -3.003], [0.170, -0.793, -4.179], [-1.262, -1.781, -3.916], [1.809, -4.371, -1.447], [1.219, -2.219, 1.628], [1.242, -3.933, 1.261], [2.672, -2.946, 0.959], [0.509, -0.231, 0.598], [-0.067, 0.483, -0.900], [-0.274, 1.509, 1.275], [-1.787, 2.320, 1.649], [-2.000, 0.483, 4.833], [-3.983, -0.207, 3.768], [-3.986, 1.477, 3.331], [-3.603, -0.948, 1.693], [-3.910, -0.370, -0.612], [-5.971, 1.712, -0.954], [-4.382, 1.421, -2.837], [-4.870, -0.257, -3.013], [-6.755, 2.157, -3.156], [-6.188, 1.271, -4.551], [-8.508, 0.530, -3.705], [-7.311, -0.717, -3.944], [-8.991, -1.437, -0.712], [-9.797, -0.517, -1.980], [-8.913, -2.000, -2.381]], "atomic_forces_ev_per_a": [[-0.04, 0.11, 0.03], [-0.15, 0.04, -0.27], [0.05, -0.15, -0.07], [0.05, 0.11, 0.47], [-0.07, 0.04, -0.19], [0.01, 0.02, 0.05], [0.00, 0.08, 0.09], [0.13, -0.23, 0.38], [0.00, -0.20, -0.37], [-0.01, -0.11, 0.05], [0.09, 0.20, 0.10], [0.05, 0.24, 0.28], [0.13, 0.09, 0.20], [-0.01, 0.06, -0.17], [-0.01, -0.41, -0.12], [0.14, 0.32, 0.39], [-0.22, -0.26, 0.00], [-0.50, 0.62, 0.22], [0.07, -0.02, -0.08], [0.48, -0.57, -0.26], [-0.19, 0.35, 0.24], [0.09, 0.15, -0.01], [-0.25, 0.09, -0.04], [0.49, -0.65, -0.12], [-0.31, 0.43, 0.09], [-0.24, -0.18, -0.13], [0.08, -0.05, -0.36], [0.09, -0.09, 0.31], [0.03, -0.03, 0.07], [0.03, -0.02, 0.01], [0.02, -0.05, 0.03], [-0.01, -0.07, -0.21], [-0.02, 0.04, -0.05], [-0.02, -0.01, -0.03], [0.01, 0.00, -0.02], [0.02, 0.09, -0.07], [0.02, 0.04, 0.00], [-0.08, -0.10, -0.12], [-0.06, 0.00, -0.07], [-0.10, -0.05, 0.00], [0.02, -0.02, 0.02], [-0.06, 0.00, -0.33], [0.26, -0.06, -0.11], [-0.11, -0.01, 0.05], [0.03, 0.04, 0.02], [0.00, 0.01, 0.04], [-0.05, -0.05, 0.02], [0.04, -0.02, 0.08], [-0.03, -0.08, -0.03], [-0.04, 0.20, 0.17], [-0.06, 0.05, -0.11], [0.22, 0.08, 0.07], [0.02, 0.02, -0.07], [-0.02, 0.00, -0.03]]}

---

{"formula": "C18H27BCl2N6O2Ru", "method": "wB97M-V/def2-TZVPD", "multiplicity": 2, "charge": 1, "e_above_lowest_ev": 1.971, "lumo_ev": [-4.16, -4.52], "gap_ev": [7.57, 7.30], "max_force_ha_per_bohr": 0.05998, "symbols": ["Ru", "C", "C", "C", "C", "C", "N", "N", "B", "N", "N", "C", "C", "C", "C", "C", "N", "N", "C", "C", "C", "C", "C", "H", "H", "H", "H", "H", "H", "H", "H", "H", "H", "H", "H", "H", "H", "H", "H", "H", "H", "H", "H", "H", "H", "Cl", "C", "Cl", "H", "H", "C", "O", "C", "O", "H", "H", "H"], "positions_angstrom": [[-0.926, 0.450, -0.774], [-3.604, -1.298, 0.765], [-2.281, -1.459, 1.432], [-1.925, -2.187, 2.566], [-0.559, -1.994, 2.730], [0.341, -2.542, 3.781], [-0.136, -1.191, 1.737], [-1.186, -0.869, 0.953], [1.277, -0.645, 1.428], [1.188, 0.897, 1.441], [0.244, 1.527, 0.720], [0.320, 2.837, 0.960], [-0.623, 3.800, 0.319], [1.355, 3.054, 1.870], [1.882, 1.802, 2.154], [2.994, 1.451, 3.080], [1.630, -1.100, -0.004], [0.777, -0.847, -1.015], [1.276, -1.348, -2.149], [0.527, -1.229, -3.433], [2.501, -1.943, -1.851], [2.691, -1.770, -0.486], [3.825, -2.230, 0.361], [-4.387, -1.744, 1.374], [-3.599, -1.793, -0.209], [-3.833, -0.242, 0.618], [-2.577, -2.780, 3.184], [-0.229, -3.167, 4.464], [0.808, -1.739, 4.352], [1.137, -3.141, 3.339], [2.080, -1.031, 2.209], [-1.412, 3.266, -0.212], [-0.096, 4.449, -0.381], [-1.086, 4.432, 1.076], [1.674, 4.000, 2.272], [3.412, 2.356, 3.512], [3.788, 0.916, 2.557], [2.638, 0.813, 3.889], [-0.446, -0.773, -3.251], [0.372, -2.209, -3.882], [1.072, -0.614, -4.147], [3.164, -2.439, -2.537], [4.554, -2.751, -0.254], [3.480, -2.909, 1.140], [4.318, -1.387, 0.847], [0.817, 2.119, -2.262], [0.400, 2.959, -3.781], [-0.443, 1.895, -4.905], [1.328, 3.295, -4.227], [-0.252, 3.789, -3.541], [-4.524, -0.211, -2.967], [-3.095, -0.102, -2.736], [-2.697, 0.779, -1.845], [-3.378, 1.528, -1.197], [-4.671, -1.154, -3.480], [-4.856, 0.619, -3.587], [-5.050, -0.191, -2.015]], "atomic_forces_ev_per_a": [[2.17, 0.07, 2.19], [0.07, -0.02, 0.03], [0.13, 0.01, 0.02], [0.09, 0.02, 0.00], [-0.36, -0.08, -0.04], [0.15, 0.10, -0.06], [0.24, -0.01, 0.09], [-1.00, 0.86, -1.56], [-0.27, 0.13, -0.18], [0.36, -0.09, 0.33], [-0.56, -0.28, -0.87], [0.00, -0.15, 0.02], [0.13, -0.04, 0.08], [0.00, -0.03, -0.01], [-0.11, 0.35, -0.03], [-0.03, -0.17, -0.01], [0.07, 0.05, 0.22], [-1.48, 1.04, -0.82], [-0.04, 0.06, 0.17], [0.10, -0.07, 0.09], [-0.02, 0.00, 0.03], [-0.04, -0.06, -0.33], [-0.06, 0.06, 0.14], [-0.02, 0.00, -0.02], [-0.04, 0.00, 0.01], [-0.05, -0.03, 0.02], [0.02, 0.00, 0.03], [-0.01, 0.00, 0.00], [0.00, -0.03, 0.03], [-0.01, -0.02, 0.04], [0.05, -0.05, 0.07], [-0.05, 0.09, -0.01], [-0.03, 0.01, -0.02], [-0.04, 0.00, -0.02], [0.01, -0.02, 0.04], [0.00, 0.01, -0.01], [0.02, 0.01, 0.03], [0.04, 0.01, 0.01], [-0.01, -0.02, -0.12], [0.00, -0.01, 0.01], [0.00, 0.02, -0.02], [0.00, -0.04, 0.02], [0.00, 0.00, -0.01], [0.03, 0.00, 0.00], [0.02, -0.02, 0.00], [-0.35, -0.26, 0.17], [-0.30, -0.06, -0.21], [0.04, 0.11, 0.06], [0.04, -0.05, 0.05], [0.03, 0.00, 0.07], [-0.13, 0.24, -0.04], [0.07, 0.22, -0.28], [0.39, -2.40, 0.54], [0.67, 0.61, 0.10], [0.05, -0.01, 0.00], [-0.01, -0.01, 0.00], [0.00, -0.03, -0.01]]}

---

{"formula": "C18H27BeN3S2", "method": "wB97M-V/def2-TZVPD", "charge": 2, "e_above_lowest_ev": 2.370, "lumo_ev": -8.03, "gap_ev": 5.90, "max_force_ha_per_bohr": 0.09654, "symbols": ["Be", "S", "S", "C", "C", "C", "N", "C", "C", "H", "H", "H", "H", "H", "H", "H", "H", "C", "H", "H", "H", "H", "H", "H", "H", "C", "C", "H", "H", "H", "H", "C", "C", "C", "C", "N", "C", "C", "C", "C", "C", "C", "N", "H", "H", "H", "H", "H", "H", "H", "H"], "positions_angstrom": [[1.343, 0.289, -0.606], [0.316, 2.598, -0.394], [-0.607, -3.095, 0.219], [-1.280, 3.302, 0.101], [0.015, 2.401, -2.158], [-0.640, 1.062, -2.436], [0.228, -0.097, -1.960], [-0.667, -1.306, -1.912], [-0.005, -2.574, -1.409], [0.955, 2.502, -2.716], [-0.664, 3.216, -2.442], [-0.845, 0.938, -3.512], [-1.609, 1.005, -1.924], [-1.058, -1.484, -2.928], [-1.520, -1.042, -1.284], [1.092, -2.495, -1.387], [-0.292, -3.407, -2.067], [-2.316, -3.494, -0.197], [0.855, -0.281, -2.758], [-2.905, -2.616, -0.481], [-2.741, -3.908, 0.725], [-2.342, -4.261, -0.979], [-1.270, 3.347, 1.195], [-2.135, 2.708, -0.236], [-1.319, 4.316, -0.321], [2.830, 0.520, -1.595], [2.755, 1.450, -0.566], [2.685, 0.866, -2.624], [3.526, -0.320, -1.508], [2.743, 2.529, -0.802], [3.238, 1.239, 0.398], [-2.943, 0.265, 2.052], [-2.290, 0.168, 3.286], [-0.909, 0.019, 3.287], [-0.212, -0.068, 2.057], [-0.856, 0.072, 0.879], [-2.179, 0.235, 0.878], [1.187, -0.502, 2.007], [1.893, -0.854, 3.165], [3.098, -1.551, 3.054], [3.523, -1.957, 1.783], [2.788, -1.561, 0.668], [1.722, -0.715, 0.757], [-4.023, 0.380, 1.969], [-2.836, 0.220, 4.231], [-0.336, -0.053, 4.211], [-2.659, 0.350, -0.098], [1.488, -0.570, 4.134], [3.669, -1.792, 3.945], [4.430, -2.548, 1.632], [3.083, -1.889, -0.334]], "atomic_forces_ev_per_a": [[-4.49, -1.64, 1.34], [0.33, 0.66, -0.09], [0.33, -0.02, 0.31], [-0.17, -0.34, 0.29], [-0.16, -0.03, -0.28], [0.10, -0.12, -0.08], [-0.11, 0.05, -0.76], [-0.28, 0.09, -0.26], [-0.39, -0.57, -0.01], [-0.19, 0.17, 0.15], [0.33, -0.18, -0.16], [0.11, 0.00, 0.31], [0.35, -0.10, 0.00], [0.18, 0.28, 0.24], [0.25, -0.08, -0.09], [-0.35, -0.15, 0.00], [0.44, 0.30, -0.04], [0.04, -0.18, 0.11], [-0.35, 0.04, 0.36], [0.12, -0.14, 0.00], [0.04, 0.06, -0.27], [-0.11, 0.17, 0.15], [-0.08, 0.06, -0.26], [0.22, 0.11, 0.07], [0.07, -0.32, 0.17], [2.72, 2.69, 0.06], [3.92, 0.51, -2.01], [-0.22, -0.11, 0.43], [-0.95, -0.32, 0.31], [-0.89, -0.69, 0.12], [-0.61, -0.15, -0.24], [0.18, 0.03, -0.16], [-0.04, 0.15, -0.32], [0.73, -0.07, -0.63], [-1.82, 0.51, 0.37], [0.32, -0.17, 0.43], [0.12, 0.08, 0.72], [0.80, -0.32, -0.56], [0.20, -0.06, -0.48], [-0.34, 0.31, -0.30], [-0.14, -0.09, -0.34], [0.23, 0.60, 0.64], [-0.08, -0.91, 0.64], [0.25, -0.06, 0.17], [0.13, -0.04, -0.38], [-0.52, 0.02, -0.17], [0.05, -0.09, 0.33], [0.27, -0.29, -0.28], [-0.04, -0.02, -0.17], [-0.46, 0.11, 0.16], [-0.04, 0.24, 0.47]]}

---

Number 1: electronic energy -2974.3119 hartree. Number 2: electronic energy -1331.0849 hartree. Number 3: electronic energy -2221.0804 hartree. Number 4: electronic energy -1676.9400 hartree.